The molecule C15H20N2O. Source: the Open Molecules 2025 dataset; level of theory: ωB97M-V/def2-TZVPD.

Last column: Löwdin charge in e.
Atoms and positions in Å:
O -1.521 -2.704 0.174  -0.013
C -0.774 -1.617 0.695  -0.318
C 0.742 -1.866 0.457  -0.136
N 1.683 -1.005 1.127  -0.162
C 1.798 0.342 0.609  -0.197
C 3.107 0.955 1.102  -0.184
C 3.125 0.976 2.627  -0.212
C 2.895 -0.438 3.150  -0.187
C 1.598 -1.001 2.573  -0.203
C -1.246 -0.310 0.136  -0.144
C -1.813 0.711 0.842  -0.047
N -2.128 1.748 0.008  0.087
C -1.785 1.409 -1.268  -0.209
C -1.917 2.126 -2.450  -0.022
C -1.485 1.527 -3.613  -0.098
C -0.936 0.242 -3.601  -0.097
C -0.803 -0.473 -2.433  -0.033
C -1.224 0.107 -1.234  -0.124
H -1.483 -2.659 -0.788  0.081
H -0.973 -1.639 1.772  0.143
H 0.942 -2.893 0.782  0.127
H 0.948 -1.804 -0.615  0.115
H 1.792 0.299 -0.483  0.125
H 0.959 0.984 0.929  0.116
H 3.214 1.965 0.703  0.108
H 3.939 0.349 0.739  0.114
H 4.077 1.366 2.992  0.106
H 2.330 1.632 2.991  0.110
H 2.844 -0.441 4.241  0.107
H 3.723 -1.077 2.841  0.114
H 1.452 -2.029 2.914  0.124
H 0.750 -0.392 2.935  0.121
H -2.007 0.775 1.896  0.127
H -2.559 2.612 0.287  0.156
H -2.346 3.117 -2.453  0.107
H -1.572 2.054 -4.551  0.099
H -0.613 -0.197 -4.534  0.099
H -0.374 -1.465 -2.456  0.103

The energy above the lowest of the compared OMol25 structures with the same formula, charge and spin comes out at 1.283 eV. The total energy comes out at -20907.49941 eV. The orbital gap comes out at 0.315 hartree. The SMILES is O[C@@H](CN1CCCCC1)c1c[nH]c2ccccc12.

***

C19H18Cl3MnN7O2S as an isolated structure at a distorted geometry. Source: the Open Molecules 2025 dataset; level of theory: ωB97M-V/def2-TZVPD.

Last column: Löwdin charge in e.
Atoms and positions in Å:
Mn 12.543 10.393 10.017  0.548
S 14.455 11.479 9.307  0.555
C 15.504 9.968 9.154  -0.682
N 16.730 9.855 8.688  0.082
N 17.347 10.865 8.192  0.037
C 18.647 10.731 7.543  -0.189
C 19.107 11.962 6.958  -0.012
C 20.426 12.053 6.501  -0.060
C 21.282 10.960 6.657  -0.071
C 20.795 9.778 7.175  -0.076
C 19.509 9.678 7.669  -0.041
N 14.958 8.725 9.295  0.066
N 13.753 8.784 9.648  -0.090
C 13.109 7.546 9.731  -0.302
C 13.454 6.511 8.979  0.016
C 12.580 5.363 9.096  -0.077
C 11.264 5.517 9.151  -0.045
C 10.436 6.741 9.407  0.026
C 10.909 7.680 10.194  -0.318
H 16.963 11.780 8.123  0.102
H 18.384 12.779 6.954  0.109
H 20.694 13.014 6.166  0.094
H 22.322 11.103 6.504  0.100
H 21.481 8.941 7.276  0.114
H 19.138 8.795 8.224  0.124
H 14.411 6.476 8.353  0.157
H 13.028 4.378 9.121  0.117
H 10.692 4.607 9.081  0.106
H 9.425 6.796 9.054  0.117
H 10.020 8.950 11.570  0.122
C 8.686 10.313 7.316  0.003
C 9.642 10.011 8.450  -0.264
N 10.967 10.342 8.330  -0.007
O 11.334 10.889 7.020  -0.062
C 9.229 9.450 9.679  -0.214
C 7.729 9.545 10.110  0.003
N 10.201 8.938 10.601  0.104
O 12.120 7.509 10.713  0.045
H 8.125 9.411 7.166  0.086
H 9.352 10.539 6.513  0.066
H 7.963 11.089 7.541  0.099
H 12.317 11.023 7.214  0.088
H 7.609 10.396 10.774  0.086
H 7.245 8.621 10.475  0.091
H 7.212 9.631 9.123  0.073
Cl 10.964 14.764 13.753  0.629
C 12.056 14.349 12.382  -1.562
Cl 13.671 13.969 13.053  0.622
Cl 12.306 15.663 11.226  0.660
C 11.623 13.224 11.641  -0.377
N 11.354 12.338 10.992  0.204

The energy above the lowest of the compared OMol25 structures with the same formula, charge and spin comes out at 1.745 eV. The total energy comes out at -114229.69870 eV. The orbital gap (alpha / beta) comes out at 0.244 / 0.228 hartree. Its multiplicity is 5. Its expectation value of S² is 6.133. As for the net charge: +1.

***

C22H25GdN4O9S as an isolated structure at a distorted geometry. Source: the Open Molecules 2025 dataset; level of theory: ωB97M-V/def2-TZVPD.

Last column: Löwdin charge in e.
Atoms and positions in Å:
Gd -0.771 0.002 0.362  1.705
C -2.689 -3.919 1.245  -0.062
C -1.551 -2.959 1.473  -0.505
O -1.170 -2.338 0.420  -0.221
C -1.072 -2.790 2.773  0.008
C -0.080 -1.824 3.151  -0.388
C 0.350 -1.745 4.583  -0.087
N 0.411 -1.007 2.255  -0.058
N 1.441 -0.164 2.695  0.102
C 1.961 0.534 1.705  -0.485
O 1.588 0.546 0.474  -0.177
C 3.074 1.432 2.147  -0.136
C 3.472 2.480 1.315  -0.025
C 4.451 3.383 1.714  -0.116
C 5.080 3.277 2.932  -0.124
C 4.741 2.171 3.741  -0.105
C 3.739 1.284 3.364  -0.045
H -3.578 -3.359 0.865  0.085
H -2.935 -4.508 2.122  0.051
H -2.471 -4.626 0.436  0.064
H -1.552 -3.366 3.548  0.094
H -0.413 -2.203 5.204  0.057
H 0.501 -0.709 4.858  0.059
H 1.291 -2.267 4.731  0.055
H 2.931 2.592 0.390  0.106
H 4.640 4.200 1.021  0.092
H 5.771 3.998 3.297  0.072
H 5.201 2.059 4.704  0.078
H 3.468 0.492 4.053  0.100
C -4.153 1.005 -1.947  0.011
C -3.371 -0.308 -1.889  -0.539
O -3.314 -1.007 -0.895  0.008
N -2.807 -0.691 -3.098  0.055
C -1.998 -1.917 -3.192  -0.103
C -0.481 -1.675 -3.322  -0.247
C 0.133 -1.672 -4.580  -0.033
C 1.489 -1.445 -4.646  -0.090
C 2.190 -1.155 -3.477  -0.063
C 1.476 -1.155 -2.283  -0.113
N 0.171 -1.410 -2.207  0.109
H -3.761 1.676 -1.163  0.071
H -5.185 0.728 -1.674  0.083
H -4.138 1.514 -2.922  0.075
H -2.467 0.128 -3.625  0.096
H -2.383 -2.489 -4.046  0.104
H -2.196 -2.437 -2.243  0.114
H -0.482 -1.936 -5.431  0.103
H 2.033 -1.460 -5.584  0.093
H 3.255 -0.976 -3.485  0.093
H 1.946 -0.872 -1.345  0.095
O -2.147 2.600 3.088  -0.359
S -2.177 2.106 1.716  0.283
O -0.728 2.030 1.241  -0.505
O -2.609 0.651 1.570  -0.483
O -2.876 2.918 0.719  -0.373
C 0.295 2.833 -2.301  0.004
C -0.768 1.803 -2.598  -0.674
O -1.402 1.778 -3.675  -0.035
O -0.965 1.013 -1.636  -0.206
H 0.176 3.677 -3.009  0.078
H 1.266 2.349 -2.378  0.073
H 0.149 3.129 -1.258  0.082

The energy above the lowest of the compared OMol25 structures with the same formula, charge and spin comes out at 3.459 eV. The total energy comes out at -79279.88689 eV. The orbital gap (alpha / beta) comes out at 0.117 / 0.246 hartree. Its multiplicity is 8. Its expectation value of S² is 16.098. As for the net charge: -2.

***

C3H7N3O2 as an isolated structure at a distorted geometry. Source: the Open Molecules 2025 dataset; level of theory: ωB97M-V/def2-TZVPD.

Last column: Löwdin charge in e.
Atoms and positions in Å:
C -1.561 -0.505 0.069  -0.060
N -0.570 0.519 0.320  -0.196
C 0.732 0.407 -0.181  -0.532
C 1.080 -0.887 -0.977  -0.246
N -1.094 1.838 0.368  0.062
N 1.737 -1.014 0.477  0.140
O 1.457 1.382 -0.373  0.028
O 1.067 -1.632 -1.881  0.177
H -1.011 2.278 -0.550  0.089
H -0.491 2.378 0.986  0.087
H 1.524 -1.828 1.043  0.097
H 2.626 -0.577 0.674  0.100
H -1.582 -0.834 -0.982  0.087
H -2.567 -0.158 0.312  0.088
H -1.347 -1.367 0.696  0.080

The energy above the lowest of the compared OMol25 structures with the same formula, charge and spin comes out at 4.627 eV. The total energy comes out at -11786.68606 eV. The orbital gap comes out at 0.359 hartree.